[1]
The following is a quantum chemistry calculation of a cluster of 3 separate species, C7H16O2 in total at a distorted geometry, from the Open Molecules 2025 dataset.

```
25
Properties=species:S:1:pos:R:3
C -0.18878 -0.14199 -0.61746
C 1.58499 0.17930 0.77005
C -2.08369 1.32990 -1.62235
C -0.38101 1.20001 -0.29996
C -1.02491 -1.22009 -0.00267
C 1.16049 0.09591 2.21368
C 2.44408 -0.97256 0.31430
O 0.36723 -0.42182 -1.82537
O -3.20449 0.52112 -1.34173
H 0.04201 -1.26976 -2.14924
H -3.61493 0.83644 -0.52993
H 2.05872 1.13392 0.53684
H -1.72235 1.08096 -2.61723
H -2.29563 2.39968 -1.53626
H 0.24580 1.94298 -0.77113
H -0.86773 1.43131 0.63412
H -1.36128 -0.93529 0.99035
H -0.45156 -2.14705 0.06437
H -1.90480 -1.39581 -0.62590
H 3.38989 -1.03411 0.87419
H 0.54221 0.94522 2.51459
H 2.02112 0.07149 2.89919
H 0.59565 -0.82141 2.40723
H 2.71563 -0.87715 -0.73809
H 1.93334 -1.93121 0.45837
```

**Kohn-Sham gap**: 6.87 eV
**Energy**: -11608.706 eV
**ΔE to the lowest compared entry with this formula, charge and spin**: 535.0 kJ/mol
**E_HOMO**: -6.1 eV

Atomic partial charges in e from the Löwdin method, atoms 1 to 2:
1. C -0.50
2. C -0.28


[2]
The following is a quantum chemistry calculation of a structure of composition C7H16O2 at a distorted geometry, from the Open Molecules 2025 dataset.

```
25
Properties=species:S:1:pos:R:3
C -2.66099 -0.05412 -0.17806
C -4.13104 -0.26074 0.21266
C 1.42239 0.08226 0.02461
C 2.65645 -0.80077 0.52994
C 0.31331 -0.86072 -0.22051
C 2.05520 0.55790 -1.29684
C 1.00750 1.08880 0.99814
H -1.31849 1.30298 -0.44849
H -4.50169 -1.30320 0.17603
H -4.36127 0.11163 1.23570
H -4.70424 0.35915 -0.47183
H 2.58389 -0.54200 1.84758
H 2.44513 -2.07461 0.11994
H 3.86473 -0.39463 0.13151
H -0.35730 -0.29246 -0.86706
H 0.42524 -1.91305 -0.74885
H -0.17685 -1.18403 0.75194
H 1.38798 0.89267 -2.13348
H 2.68576 -0.29157 -1.67182
H 2.88290 1.28879 -1.12854
H 1.75521 1.78572 1.30139
H 0.17197 1.75241 0.63483
H 0.71355 0.45118 1.83465
O -1.85986 -0.94380 -0.32579
O -2.29950 1.24223 -0.30766
```

**Kohn-Sham gap**: 9.71 eV
**Energy**: -11609.184 eV
**ΔE to the lowest compared entry with this formula, charge and spin**: 488.9 kJ/mol
**E_HOMO**: -9.1 eV

Atomic partial charges in e from the Löwdin method, atoms 1 to 2:
1. C -0.52
2. C 0.02


[3]
The following is a quantum chemistry calculation of a cluster of 2 separate species, C7H16OS in total, from the Open Molecules 2025 dataset.

```
25
Properties=species:S:1:pos:R:3
O -1.06164 -1.82680 0.15807
C -0.55629 -1.59600 -0.92828
C 0.85069 -2.03369 -1.26428
C -1.30141 -0.85601 -2.01516
H 1.30623 -2.55670 -0.40664
H 1.47427 -1.15897 -1.51452
H 0.84139 -2.71813 -2.12919
H -0.76467 0.06929 -2.28411
H -1.38949 -1.48617 -2.91614
H -2.31509 -0.58789 -1.67288
S 0.57914 1.31898 0.39539
C -1.90145 2.37533 -0.05201
C 2.65259 -0.09247 1.48071
C -1.15381 1.44963 0.90029
C 1.16873 0.19105 1.68196
H -1.86207 1.98308 -1.08216
H -1.45345 3.38320 -0.04195
H -2.95823 2.45701 0.25318
H 3.23531 0.84240 1.53613
H 3.01497 -0.77984 2.26353
H 2.82671 -0.55771 0.49590
H -1.19670 1.83573 1.93689
H -1.60447 0.43851 0.89883
H 0.98827 0.65168 2.67227
H 0.58051 -0.74553 1.63420
```

**Kohn-Sham gap**: 9.31 eV
**Structure (SMILES)**: CC(C)=O.CCSCC
**Energy**: -20401.381 eV
**ΔE to the lowest compared entry with this formula, charge and spin**: 0.0 kJ/mol
**E_HOMO**: -8.5 eV

Atomic partial charges in e from the Löwdin method, atoms 1 to 2:
1. O 0.03
2. C -0.52